1.
This record from the Open Molecules 2025 dataset describes the ion C4H9N4 with charge +1 in a non-equilibrium geometry. The level of theory is wB97M-V/def2-TZVPD.

The geometry in ORCA input format:
```
! wB97M-V def2-TZVPD RIJCOSX def2/J DEFGRID3
* xyz 1 1
C -1.463 1.220 -0.117
C -0.640 -1.052 -0.064
C -0.121 0.469 -0.242
C 0.300 -2.126 -0.372
N -2.381 0.416 0.094
N -1.874 -0.880 0.098
N 0.817 0.790 -1.206
N 0.573 0.893 1.360
H -1.614 2.269 -0.174
H 1.383 -1.833 -0.015
H 0.513 -2.166 -1.436
H -0.193 -2.937 0.098
H 0.874 1.665 -1.674
H 1.721 0.393 -1.247
H 0.318 0.138 1.976
H 0.230 1.768 1.811
H 1.558 0.975 1.111
*
```

energy relative to the best compared isomer or geometry (same formula, charge and spin)	80.0	kcal/mol
orbital gap	9.3	eV
HOMO energy	-0.5100	Eh

2.
This record from the Open Molecules 2025 dataset describes a structure of composition BrCoH6O3 in a non-equilibrium geometry. The level of theory is wB97M-V/def2-TZVPD.

The geometry in ORCA input format:
```
! wB97M-V def2-TZVPD RIJCOSX def2/J DEFGRID3
* xyz 1 4
Co 1.228 -0.443 3.399
Br 0.305 0.376 1.043
O 2.632 1.532 -0.935
H 1.965 1.410 -0.259
H 2.203 2.069 -1.601
O -0.083 -0.788 -1.890
H 0.778 -1.166 -2.065
H -0.015 -0.436 -1.002
O -3.317 -0.887 1.335
H -3.266 -1.039 0.391
H -2.429 -0.628 1.584
*
```

energy relative to the best compared isomer or geometry (same formula, charge and spin)	9.1	kcal/mol
orbital gap (alpha / beta)	6.3 / 4.0	eV
HOMO energy (alpha / beta)	-0.5305 / -0.5300	Eh
expectation value of S²	3.775

3.
This record from the Open Molecules 2025 dataset describes a structure of composition CBrFNO2 in a non-equilibrium geometry. The level of theory is wB97M-V/def2-TZVPD.

The geometry in ORCA input format:
```
! wB97M-V def2-TZVPD RIJCOSX def2/J DEFGRID3
* xyz -1 1
C 0.593 -0.756 0.193
N -0.612 -0.245 -0.448
O 1.354 -0.097 0.817
O 0.539 -1.934 -0.213
F -1.697 2.271 0.286
Br -2.192 0.077 -0.020
*
```

energy relative to the best compared isomer or geometry (same formula, charge and spin)	50.1	kcal/mol
orbital gap (alpha / beta)	7.2 / 7.2	eV
HOMO energy (alpha / beta)	-0.1839 / -0.1839	Eh

4.
This record from the Open Molecules 2025 dataset describes an isolated molecule of C3H6OS2 in a non-equilibrium geometry. The level of theory is wB97M-V/def2-TZVPD.

The geometry in ORCA input format:
```
! wB97M-V def2-TZVPD RIJCOSX def2/J DEFGRID3
* xyz 0 1
C -0.669 -0.202 1.192
C -0.799 -0.194 -0.294
C 0.392 -0.579 -1.125
H 1.230 1.241 1.354
H -0.064 -1.033 1.549
H -1.663 -0.334 1.598
H 0.771 -1.603 -0.938
H 0.176 -0.531 -2.189
H 1.321 1.160 -1.123
O 1.492 0.242 -0.838
S -0.033 1.403 1.792
S -2.153 0.430 -0.978
*
```

energy relative to the best compared isomer or geometry (same formula, charge and spin)	29.0	kcal/mol
orbital gap	8.3	eV
HOMO energy	-0.3268	Eh

5.
This record from the Open Molecules 2025 dataset describes a cluster of 2 separate species, C15H18 in total in a non-equilibrium geometry. The level of theory is wB97M-V/def2-TZVPD.

The geometry in ORCA input format:
```
! wB97M-V def2-TZVPD RIJCOSX def2/J DEFGRID3
* xyz 0 1
C 3.576 -0.748 -2.342
C 1.604 -2.357 -2.237
C 2.098 -1.070 -2.407
C 0.220 -2.515 -2.183
C -0.632 -1.436 -2.180
C 1.238 0.040 -2.366
C -0.125 -0.139 -2.181
H 2.350 -3.135 -2.145
H -0.127 -3.536 -2.067
H 4.180 -1.485 -2.878
H 3.794 -0.501 -1.307
H -1.705 -1.544 -2.233
H 1.693 1.009 -2.511
H -0.706 0.775 -2.152
H 3.816 0.104 -2.988
C -0.610 -0.402 1.022
C -0.769 -1.698 1.802
C -1.067 0.928 1.607
C -1.021 2.078 0.814
C -1.695 0.984 2.849
C -1.223 3.318 1.410
C -2.165 2.205 3.355
C -1.856 3.351 2.637
H 0.433 -0.338 0.699
H -1.182 -0.392 0.115
H 0.158 -2.233 2.011
H -0.415 1.893 -0.069
H -1.722 0.192 3.583
H -0.751 4.210 1.022
H -2.628 2.193 4.331
H -2.157 4.302 3.064
H -1.229 -2.519 1.238
H -1.376 -1.532 2.686
*
```

energy relative to the best compared isomer or geometry (same formula, charge and spin)	25.1	kcal/mol
orbital gap	9.7	eV
HOMO energy	-0.3222	Eh

6.
This record from the Open Molecules 2025 dataset describes a structure of composition C17H28BrClEuNO7 in a non-equilibrium geometry. The level of theory is wB97M-V/def2-TZVPD.

The geometry in ORCA input format:
```
! wB97M-V def2-TZVPD RIJCOSX def2/J DEFGRID3
* xyz 1 8
Eu -0.234 0.060 0.008
C -1.891 0.892 -2.699
C -1.118 -0.303 -3.228
O -0.612 -1.044 -2.120
C -0.317 -2.405 -2.383
C 0.215 -3.005 -1.078
O 1.077 -2.106 -0.382
C 2.414 -2.018 -0.860
C 2.585 -0.913 -1.896
O 1.975 0.294 -1.432
C 2.907 1.340 -1.177
C 2.142 2.603 -0.843
O 1.181 2.306 0.162
C 0.731 3.467 0.850
C -0.472 3.053 1.696
O -1.286 2.107 1.018
C -2.243 2.649 0.098
C -1.668 2.826 -1.306
O -1.053 1.624 -1.789
H -2.783 0.548 -2.176
H -2.173 1.540 -3.534
H -0.277 0.023 -3.848
H -1.798 -0.915 -3.825
H 0.417 -2.479 -3.193
H -1.223 -2.941 -2.679
H 0.726 -3.947 -1.286
H -0.614 -3.185 -0.394
H 2.740 -2.975 -1.276
H 3.028 -1.800 0.015
H 2.110 -1.176 -2.842
H 3.650 -0.763 -2.081
H 3.512 1.527 -2.068
H 3.558 1.065 -0.341
H 1.631 2.990 -1.731
H 2.849 3.354 -0.481
H 0.459 4.245 0.130
H 1.530 3.856 1.487
H -1.054 3.934 1.975
H -0.139 2.559 2.607
H -2.620 3.605 0.469
H -3.048 1.918 0.075
H -0.900 3.601 -1.324
H -2.468 3.137 -1.982
O -0.754 -3.247 5.930
C -0.764 -2.764 4.688
C -1.710 -3.086 3.715
C -1.609 -2.512 2.464
N -0.640 -1.660 2.115
C 0.230 -1.377 3.065
Br 1.550 -0.098 2.477
C 0.251 -1.864 4.343
H -1.482 -3.851 6.103
H -2.529 -3.761 3.930
H -2.344 -2.720 1.697
H 0.998 -1.584 5.072
Cl -2.643 -0.623 0.060
*
```

orbital gap (alpha / beta)	6.8 / 9.5	eV
HOMO energy (alpha / beta)	-0.3173 / -0.4189	Eh
expectation value of S²	15.759

7.
This record from the Open Molecules 2025 dataset describes a cluster of 2 separate species, C5H6N in total in a non-equilibrium geometry. The level of theory is wB97M-V/def2-TZVPD.

The geometry in ORCA input format:
```
! wB97M-V def2-TZVPD RIJCOSX def2/J DEFGRID3
* xyz 1 1
C -0.400 0.234 2.169
C -0.331 1.069 1.153
C 0.450 -1.236 -0.926
C -0.628 -0.409 -1.503
C 0.932 0.047 -1.113
N -0.257 0.816 -1.117
H -0.332 0.524 3.286
H -0.417 -0.796 1.821
H -0.296 2.132 1.031
H 0.816 -2.234 -1.029
H -1.342 -0.593 -2.279
H 1.806 0.446 -1.493
*
```

energy relative to the best compared isomer or geometry (same formula, charge and spin)	179.9	kcal/mol
orbital gap (alpha / beta)	7.8 / 7.7	eV
HOMO energy (alpha / beta)	-0.5204 / -0.5204	Eh

8.
This record from the Open Molecules 2025 dataset describes a cluster of 2 separate species, CH6Cl3NSi2 in total in a non-equilibrium geometry. The level of theory is wB97M-V/def2-TZVPD.

The geometry in ORCA input format:
```
! wB97M-V def2-TZVPD RIJCOSX def2/J DEFGRID3
* xyz 0 1
C 3.866 -0.096 -0.339
N -0.866 0.322 -0.213
Si -0.412 -1.068 0.802
Si -1.111 1.961 -0.120
Cl 3.711 1.470 -1.104
Cl 5.170 -0.965 -1.116
Cl 4.179 0.102 1.320
H 2.866 -0.559 -0.567
H -0.009 -2.225 0.001
H 0.730 -0.507 1.467
H -1.581 -1.702 1.581
H -0.603 2.816 -1.164
H -1.732 2.924 1.007
*
```

energy relative to the best compared isomer or geometry (same formula, charge and spin)	47.1	kcal/mol
orbital gap	8.9	eV
HOMO energy	-0.3481	Eh

The following E values (in eV) correspond, in order, to the records above: -10244.5293, -113897.0757, -79379.1573, -26925.1849, -15845.8926, -135796.0257, -6757.3754, -55944.9444.